No. 1
Below is a structure of composition C18H37OP3PmS, with properties calculated with ωB97M-V with the def2-TZVPD basis set.

Summary:
Total charge ... +3
2S+1 ... 5
Total energy ... -76541.2886 eV

Cartesian coordinates (Å):
Pm -2.13 1.19 0.11
P -0.69 0.33 2.63
P 0.60 1.09 -1.19
P -1.42 -4.35 -1.40
H -5.40 -0.22 0.12
C -4.37 -0.30 -0.22
C -3.45 -0.54 0.90
H -2.95 0.15 1.68
C -0.16 1.48 3.95
C 0.91 -0.47 2.25
C -1.42 -0.97 3.67
C 0.63 1.54 -2.97
C 2.00 2.14 -0.64
C 1.45 -0.52 -1.28
C -2.17 -5.96 -1.80
C 0.15 -4.57 -0.60
C -1.44 -3.26 -2.82
H -4.49 -1.21 -0.87
H -3.94 -1.27 1.59
H -1.04 2.05 4.27
H 0.62 2.17 3.60
H 0.23 0.89 4.80
H 1.63 0.24 1.82
H 0.75 -1.29 1.54
H 1.33 -0.89 3.17
H -2.36 -0.60 4.10
H -0.74 -1.24 4.48
H -1.60 -1.89 3.12
H 1.64 1.36 -3.36
H 0.37 2.59 -3.08
H -0.10 0.95 -3.51
H 2.88 1.90 -1.26
H 2.23 1.94 0.42
H 1.72 3.20 -0.75
H 2.29 -0.46 -1.98
H 0.76 -1.30 -1.61
H 1.82 -0.82 -0.29
H -1.52 -6.43 -2.57
H -3.20 -5.85 -2.20
H -2.20 -6.61 -0.90
H 0.63 -5.44 -1.07
H -0.03 -4.73 0.48
H 0.74 -3.65 -0.76
H -0.73 -3.67 -3.55
H -1.16 -2.25 -2.51
H -2.46 -3.23 -3.24
C -4.24 0.97 -1.04
C -3.44 0.92 -2.17
C -2.66 2.05 -2.47
C -2.68 3.20 -1.64
C -3.63 3.29 -0.64
C -4.42 2.18 -0.33
S -1.89 -3.14 0.49
H -2.90 -3.76 -0.15
H -3.41 -0.04 -2.69
H -2.04 1.97 -3.36
H -2.08 4.07 -1.88
H -3.77 4.22 -0.10
H -5.21 2.19 0.40
O 0.00 3.91 1.61
C -0.65 3.11 1.10



No. 2
Below is a structure of composition C18H38AsBiN5O2PS, with properties calculated with ωB97M-V with the def2-TZVPD basis set.

Summary:
Total charge ... +4
Relative energy (zero: lowest compared OMol25 entry of this formula, charge and spin) ... 0.000 eV
2S+1 ... 1

Cartesian coordinates (Å):
Bi 0.88 -0.34 -0.05
C 3.42 3.13 0.91
As 3.94 1.77 -0.31
C 4.23 2.47 -2.06
C 5.47 0.82 0.30
O 2.65 0.60 -0.47
H 4.31 3.71 1.17
H 3.02 2.68 1.82
H 2.69 3.80 0.45
H 5.14 3.06 -2.05
H 3.39 3.10 -2.36
H 4.36 1.64 -2.76
H 6.31 1.52 0.30
H 5.68 0.00 -0.38
H 5.30 0.46 1.31
N 0.59 -0.66 -3.07
C 1.11 -1.90 -2.71
C 1.16 -3.01 -3.55
C 1.72 -4.17 -3.07
C 2.25 -4.22 -1.77
C 2.13 -3.12 -0.98
N 1.52 -1.99 -1.43
H 0.22 -0.62 -4.01
H 1.23 0.11 -2.92
H 0.82 -2.92 -4.57
H 1.79 -5.04 -3.72
H 2.73 -5.11 -1.39
H 2.52 -3.09 0.03
C 2.54 -3.11 5.13
C 2.62 -2.09 3.99
S 1.68 -2.67 2.57
O 1.54 -1.34 1.69
C 0.04 -2.96 3.25
C -0.65 -1.75 3.85
H 3.39 -2.94 5.79
H 2.62 -4.14 4.78
H 1.63 -2.99 5.72
H 3.63 -2.00 3.61
H 2.23 -1.11 4.25
H 0.23 -3.75 3.99
H -0.52 -3.43 2.44
H -0.08 -1.33 4.68
H -1.61 -2.07 4.25
H -0.83 -0.97 3.11
C -5.61 1.85 -2.11
N -4.60 3.02 -2.03
C -4.58 3.53 -0.58
N -4.29 2.47 0.32
C -5.25 1.38 0.19
N -5.26 0.85 -1.17
C -4.04 0.12 -1.51
P -2.52 1.22 -1.44
C -3.24 2.59 -2.49
C -2.91 2.00 0.21
H -5.60 1.49 -3.13
H -6.59 2.28 -1.88
H -4.93 3.77 -2.64
H -5.57 3.95 -0.38
H -3.84 4.33 -0.53
H -6.25 1.76 0.43
H -5.00 0.59 0.89
H -4.13 -0.30 -2.51
H -3.92 -0.71 -0.81
H -3.34 2.24 -3.51
H -2.59 3.46 -2.49
H -2.23 2.84 0.39
H -2.74 1.26 1.00



No. 3
Below is a cluster of 8 separate species, C18H38BF4O16 in total, with properties calculated with ωB97M-V with the def2-TZVPD basis set.

Summary:
Total charge ... -3
2S+1 ... 1
Total energy ... -63589.6004 eV

Cartesian coordinates (Å):
C -1.92 1.53 3.79
C -2.08 0.16 3.50
C -3.07 -0.20 2.38
O -3.40 -1.39 2.18
C -3.62 0.82 1.58
C -3.27 2.18 1.74
C -2.45 2.58 3.01
O -2.36 3.78 3.30
O -3.62 3.09 0.96
O -1.49 -0.73 4.13
H -1.20 1.84 4.55
H -4.36 0.60 0.83
B 0.47 0.37 -0.20
F 1.55 0.87 0.53
F 0.01 1.43 -1.06
F 0.90 -0.66 -1.11
F -0.49 -0.17 0.63
C 1.26 -4.66 1.29
C 0.84 -3.31 0.78
O -0.24 -2.78 1.50
O 0.13 -5.53 1.48
H 1.80 -4.61 2.25
H 1.94 -5.13 0.57
H 0.47 -3.47 -0.24
H 1.72 -2.64 0.77
H -0.33 -1.86 1.18
H 0.40 -6.41 1.23
C 3.48 3.31 0.78
C 2.21 3.91 1.31
O 1.17 4.02 0.34
O 4.32 4.19 -0.02
H 3.24 2.41 0.22
H 4.08 2.94 1.63
H 2.38 4.88 1.80
H 1.86 3.26 2.12
H 0.78 3.14 0.28
H 4.16 3.91 -0.92
C -3.38 -2.16 -2.88
C -2.61 -1.22 -1.99
O -1.32 -1.11 -2.67
O -2.87 -3.50 -2.83
H -3.33 -1.80 -3.92
H -4.43 -2.26 -2.59
H -2.47 -1.65 -0.99
H -3.02 -0.21 -2.00
H -0.67 -0.74 -2.05
H -1.90 -3.45 -2.92
C 1.77 -0.17 4.81
C 1.82 0.95 3.76
O 2.59 2.05 4.26
O 1.71 0.38 6.14
H 2.68 -0.76 4.66
H 0.86 -0.76 4.66
H 0.83 1.27 3.43
H 2.40 0.56 2.92
H 2.47 2.02 5.22
H 2.41 -0.02 6.66
C -2.05 4.34 -3.59
C -0.65 3.77 -3.46
O -0.16 3.94 -2.15
O -2.09 5.67 -3.07
H -2.67 3.75 -2.91
H -2.48 4.26 -4.59
H 0.02 4.29 -4.17
H -0.69 2.70 -3.71
H -0.08 3.03 -1.82
H -2.61 6.22 -3.65
C 0.91 -3.63 -3.36
C 1.83 -3.99 -4.49
O 2.73 -5.06 -4.11
O -0.11 -4.58 -3.15
H 0.50 -2.62 -3.46
H 1.54 -3.54 -2.47
H 2.46 -3.12 -4.75
H 1.40 -4.25 -5.46
H 3.09 -4.80 -3.25
H 0.33 -5.44 -3.11



No. 4
Below is a cluster of 3 separate species, C18H38BN3O8 in total, with properties calculated with ωB97M-V with the def2-TZVPD basis set.

Summary:
Relative energy (zero: lowest compared OMol25 entry of this formula, charge and spin) ... 0.467 eV
2S+1 ... 1
SMILES string ... CN(C)B(O)C1=CC(=O)OC1=O.COCCNCCOC.COCCNCCOC

Cartesian coordinates (Å):
C -3.25 -1.37 -0.92
N -4.13 -0.25 -1.30
C -4.32 -0.26 -2.74
B -5.39 -0.29 -0.55
O -5.57 0.57 0.50
C -6.49 -1.29 -1.13
C -7.65 -0.87 -1.63
C -8.12 -2.04 -2.43
O -8.65 -1.88 -3.49
O -7.49 -3.21 -2.10
C -6.51 -2.77 -1.20
O -6.02 -3.50 -0.42
H -2.22 -1.16 -1.22
H -3.25 -1.45 0.17
H -3.58 -2.32 -1.36
H -3.50 0.25 -3.26
H -5.23 0.23 -3.08
H -4.33 -1.26 -3.18
H -5.84 1.44 0.17
H -8.09 0.10 -1.67
C 4.36 -1.39 -1.49
O 4.05 -2.72 -1.11
C 4.03 -2.95 0.29
C 2.61 -3.07 0.83
N 1.91 -1.80 0.80
C 0.46 -1.88 0.96
C -0.35 -2.77 0.03
O -0.46 -2.30 -1.31
C 0.69 -2.51 -2.11
H 4.62 -1.40 -2.54
H 3.51 -0.71 -1.35
H 5.22 -1.00 -0.92
H 4.59 -2.17 0.83
H 4.54 -3.90 0.46
H 2.66 -3.44 1.86
H 2.11 -3.84 0.23
H 2.10 -1.32 -0.07
H 0.08 -0.87 0.87
H 0.26 -2.20 1.99
H -1.37 -2.78 0.41
H -0.03 -3.82 0.03
H 1.17 -3.47 -1.89
H 1.40 -1.70 -1.98
H 0.37 -2.51 -3.15
C 4.93 4.06 2.83
O 3.64 3.99 3.40
C 2.73 4.99 2.95
C 1.70 4.43 1.98
N 2.29 4.08 0.69
C 1.46 3.23 -0.16
C 0.94 1.90 0.37
O 1.91 0.88 0.54
C 2.72 1.03 1.70
H 5.60 3.45 3.44
H 4.95 3.66 1.81
H 5.31 5.09 2.82
H 3.26 5.84 2.51
H 2.20 5.34 3.83
H 0.92 5.18 1.82
H 1.24 3.56 2.47
H 3.17 3.62 0.85
H 2.05 3.01 -1.06
H 0.60 3.82 -0.49
H 0.25 1.51 -0.38
H 0.35 2.01 1.29
H 2.16 1.41 2.55
H 3.58 1.68 1.49
H 3.12 0.05 1.95



No. 5
Below is a structure of composition C18H38Be2F2N2O2, with properties calculated with ωB97M-V with the def2-TZVPD basis set.

Summary:
Total charge ... +2
Relative energy (zero: lowest compared OMol25 entry of this formula, charge and spin) ... 0.000 eV
2S+1 ... 1

Cartesian coordinates (Å):
Be -3.78 -1.21 2.01
Be -1.53 -1.14 -0.31
F -1.80 -1.32 1.73
F -3.43 -0.98 0.08
C -0.77 2.96 -0.52
C -1.61 1.68 -0.32
C -3.09 2.01 -0.62
C -3.67 1.99 -2.05
C -3.06 0.96 -2.89
C -1.49 0.71 -2.66
N -1.19 0.63 -1.23
O 0.10 0.05 -1.04
C -1.23 -0.61 -3.35
C -0.71 1.84 -3.46
C -1.44 1.19 1.11
H -0.68 3.24 -1.57
H 0.26 2.81 -0.19
H -1.27 3.81 -0.06
H -3.69 1.36 0.02
H -3.35 2.95 -0.14
H -3.76 2.95 -2.57
H -4.70 1.65 -2.06
H -3.10 1.30 -3.92
H -3.58 0.01 -2.78
H -1.59 -1.55 -2.93
H -1.59 -0.36 -4.34
H -0.17 -0.88 -3.39
H -0.52 1.54 -4.48
H -1.18 2.83 -3.47
H 0.28 2.14 -3.12
H -2.06 0.32 1.32
H -1.64 1.96 1.86
H -0.47 0.71 1.22
H 0.70 0.78 -1.19
C 2.49 -2.39 -0.19
C 1.88 -2.46 1.24
C 3.07 -2.55 2.18
C 3.91 -1.26 2.37
C 2.99 -0.09 2.75
C 1.76 0.01 1.75
N 1.10 -1.29 1.60
O -0.08 -1.21 0.79
C 0.71 0.95 2.51
C 2.36 0.58 0.49
C 1.02 -3.70 1.35
H 1.78 -2.00 -0.92
H 3.45 -1.87 -0.24
H 2.75 -3.34 -0.66
H 2.65 -2.82 3.15
H 3.65 -3.41 1.84
H 4.75 -1.37 3.05
H 4.37 -1.01 1.42
H 3.46 0.87 2.98
H 2.62 -0.42 3.72
H 1.11 1.10 3.51
H -0.27 0.49 2.62
H 0.43 1.87 1.99
H 2.46 1.67 0.56
H 1.63 0.41 -0.30
H 3.27 0.09 0.14
H 0.57 -3.66 2.34
H 0.15 -3.64 0.70
H 1.55 -4.63 1.14
H -0.79 -1.28 1.43



No. 6
Below is a structure of composition C18H38Br2Cl5F2KMgN2O5P, with properties calculated with ωB97M-V with the def2-TZVPD basis set.

Summary:
Total charge ... +1
2S+1 ... 1
Total energy ... -271662.4846 eV

Cartesian coordinates (Å):
C -1.87 3.64 -0.57
C -1.54 2.03 -0.86
O -2.01 1.18 0.09
N -0.75 1.62 -2.08
C -1.00 2.51 -3.27
C -0.86 0.15 -2.40
C -0.01 -0.85 -1.41
C 1.58 -0.99 -1.77
C 2.29 0.37 -2.36
P 2.35 0.39 -4.30
H -2.95 3.90 -0.97
H -1.76 3.93 0.56
H -1.11 4.34 -1.17
H -2.10 2.95 -3.29
H -0.22 3.41 -3.18
H -0.77 2.00 -4.32
H -0.67 -0.04 -3.55
H -2.01 -0.14 -2.24
H -0.11 -0.58 -0.26
H -0.49 -1.93 -1.53
H 1.84 -1.91 -2.47
H 2.13 -1.23 -0.74
H 3.43 0.32 -2.03
H 1.88 1.37 -1.90
H 1.27 -0.55 -4.41
H 3.25 -0.77 -4.23
H 3.54 1.21 -4.26
H 1.47 1.55 -4.34
H 2.47 0.36 -5.74
Mg -0.60 0.70 -5.23
F -1.53 -1.78 -3.77
K 3.06 -1.41 -5.62
Br 2.72 1.27 2.08
C 0.80 1.47 2.28
C 0.46 2.53 3.30
Br 0.72 1.87 5.12
H 0.40 0.48 2.54
H 0.43 1.76 1.29
H -0.60 2.80 3.25
H 1.07 3.44 3.20
Cl 1.99 0.24 6.47
C -3.45 2.89 5.69
Cl -4.34 1.93 4.50
Cl -1.71 2.63 5.54
H -3.66 3.95 5.52
H -3.77 2.61 6.69
C 4.51 -3.77 7.32
C 4.33 -2.30 7.20
O 5.55 -1.77 7.66
C 6.48 -2.72 7.37
O 7.68 -2.52 7.36
O 5.90 -3.92 7.08
F 3.34 -1.86 8.02
H 4.28 -4.14 8.33
H 3.92 -4.33 6.60
H 4.14 -1.95 6.18
C -4.00 -1.96 5.51
Cl -5.32 -3.08 5.16
Cl -2.47 -2.57 4.87
H -4.22 -1.00 5.04
H -3.91 -1.84 6.59
N -1.49 -5.19 -7.35
C -0.32 -4.59 -6.94
C -0.64 -3.45 -6.25
C -2.05 -3.35 -6.24
C -2.55 -4.43 -6.92
H -1.55 -6.04 -7.89
H 0.64 -5.04 -7.18
H 0.06 -2.76 -5.81
H -2.65 -2.56 -5.78
H -3.56 -4.74 -7.14
O -3.71 6.39 -1.68
H -3.22 7.15 -2.07
H -4.55 6.21 -2.18
H -3.89 6.52 -0.71



Record-wise maximum force values, in hartree/bohr: 0.094, 0.009, 0.038, 0.047, 0.217, 0.254